# 1
Here is a structure of composition C29H28Br2N4O4Ti from the Open Molecules 2025 dataset. Energies are from ωB97M-V with the def2-TZVPD basis set.

The spin multiplicity is 1. The value obtained for the LUMO energy is -0.26806 Eh. The charge is +2. Its HOMO energy is -13.2 eV. Its largest force on an atom is 0.0145 Eh/bohr.

Geometry (Å):
Ti -1.035 1.023 1.524
N -0.018 2.917 2.117
C 1.178 2.648 2.913
C 1.957 3.615 3.469
C 3.101 3.252 4.220
C 3.431 1.939 4.390
C 2.625 0.921 3.820
C 2.901 -0.459 3.940
C 2.072 -1.379 3.357
C 0.952 -0.929 2.652
N 0.660 0.357 2.527
C 1.491 1.295 3.089
H -0.683 3.430 2.706
H 0.206 3.503 1.315
H 1.704 4.660 3.340
H 3.712 4.029 4.657
H 4.308 1.658 4.959
H 3.776 -0.780 4.493
H 2.259 -2.440 3.429
H 0.271 -1.630 2.186
Br -3.270 -0.866 -0.639
C -4.546 0.562 -0.497
Br -4.225 1.739 1.013
H -5.527 0.132 -0.348
H -4.489 1.171 -1.388
O -2.094 -0.527 2.397
C -2.404 0.225 3.382
C -3.304 0.013 4.549
C -3.249 1.390 5.243
C -2.290 2.233 4.407
O -1.934 3.363 4.556
N -1.847 1.424 3.327
H -2.928 -0.807 5.162
H -4.295 -0.277 4.200
H -2.886 1.347 6.268
H -4.215 1.892 5.266
C 0.743 -5.152 -4.832
C 1.467 -3.927 -4.331
C 2.824 -3.775 -4.599
C 3.539 -2.671 -4.158
C 2.888 -1.694 -3.426
C 1.537 -1.842 -3.161
N 0.887 -0.812 -2.389
C 0.305 0.263 -2.922
C 0.381 0.485 -4.324
C -0.210 1.576 -4.882
C -0.920 2.545 -4.115
C -1.011 2.377 -2.780
C -0.411 1.241 -2.137
C -0.571 1.116 -0.772
O -0.102 0.167 0.005
O -1.278 1.992 -0.038
C 0.796 -2.933 -3.604
C -0.680 -3.040 -3.304
H 1.449 -5.876 -5.234
H 0.038 -4.904 -5.628
H 0.179 -5.642 -4.037
H 3.332 -4.545 -5.167
H 4.593 -2.574 -4.382
H 3.413 -0.820 -3.061
H 0.777 -0.962 -1.399
H 0.918 -0.225 -4.937
H -0.132 1.712 -5.953
H -1.370 3.400 -4.600
H -1.535 3.098 -2.167
H -1.173 -2.067 -3.334
H -0.856 -3.470 -2.313
H -1.185 -3.683 -4.021

=====

# 2
Here is a structure of composition C29H28Cl3GeNO2Pd from the Open Molecules 2025 dataset. Energies are from ωB97M-V with the def2-TZVPD basis set.

The spin multiplicity is 2. The expectation value of S² is 0.75. The value obtained for the LUMO energy (alpha / beta) is 0.08319 / 0.08319 Eh. The charge is -1. Its HOMO energy (alpha / beta) is -3.7 / -4.1 eV. Its largest force on an atom is 0.0134 Eh/bohr.

Geometry (Å):
Pd 1.120 0.817 1.122
Cl -1.463 3.622 7.212
C -0.347 2.966 6.031
C -0.577 3.158 4.680
C 0.322 2.631 3.778
Cl -0.003 2.909 2.067
C 1.500 1.887 4.101
O 2.304 1.407 3.263
C 1.641 1.741 5.521
Cl 3.026 0.843 6.089
C 0.768 2.256 6.451
H -1.444 3.702 4.332
H 0.953 2.097 7.505
C -0.696 -1.967 2.786
Ge -0.568 -0.877 1.147
C -0.597 -2.254 -0.301
C 0.385 -2.307 -1.287
C 0.363 -3.261 -2.296
C -0.659 -4.197 -2.341
C -1.650 -4.166 -1.368
C -1.613 -3.207 -0.366
C -2.416 -0.132 0.959
C -3.338 -0.289 1.960
C -4.637 0.272 1.889
C -5.019 0.990 0.798
C -4.110 1.185 -0.275
C -4.481 1.922 -1.427
C -3.602 2.111 -2.453
C -2.300 1.570 -2.370
C -1.922 0.855 -1.271
C -2.812 0.633 -0.187
H -1.500 -2.703 2.717
H -0.862 -1.336 3.660
H 0.248 -2.491 2.933
H 1.195 -1.583 -1.253
H 1.146 -3.278 -3.048
H -0.686 -4.943 -3.125
H -2.458 -4.889 -1.395
H -2.405 -3.195 0.375
H -3.080 -0.854 2.848
H -5.326 0.127 2.713
H -6.011 1.422 0.731
H -5.482 2.335 -1.476
H -3.900 2.676 -3.328
H -1.598 1.728 -3.180
H -0.915 0.456 -1.196
O 3.098 -0.203 0.175
C 3.251 -0.134 -1.037
C 2.565 0.952 -1.837
C 3.329 1.458 -3.055
C 3.124 0.584 -4.292
C 3.093 -0.905 -3.960
C 4.238 -1.353 -3.063
N 4.062 -1.035 -1.652
H 2.385 1.755 -1.114
H 1.569 0.583 -2.112
H 4.393 1.514 -2.810
H 3.015 2.481 -3.269
H 3.928 0.779 -5.009
H 2.191 0.854 -4.793
H 3.135 -1.486 -4.884
H 2.150 -1.175 -3.477
H 5.187 -0.944 -3.433
H 4.318 -2.442 -3.118
H 4.474 -1.674 -0.990

=====

# 3
Here is a structure of composition C29H28ClF2IInN6OS4 at a distorted geometry from the Open Molecules 2025 dataset. Energies are from ωB97M-V with the def2-TZVPD basis set.

The spin multiplicity is 1. The value obtained for the LUMO energy is -0.10817 Eh. The charge is +1. Its HOMO energy is -10.3 eV. Its largest force on an atom is 0.0230 Eh/bohr.

Geometry (Å):
In -0.303 -0.761 0.583
C 3.947 0.208 -3.066
C 3.831 0.240 -1.597
N 4.817 0.341 -0.768
N 4.283 0.349 0.464
C 2.944 0.240 0.429
S 1.929 0.197 1.743
N 2.635 0.177 -0.903
N 1.347 0.033 -1.365
H 4.999 0.241 -3.337
H 3.448 1.067 -3.511
H 3.516 -0.698 -3.489
H 4.859 0.445 1.285
H 0.878 0.923 -1.551
H 1.293 -0.562 -2.190
F -2.179 3.577 3.408
C -2.081 2.239 3.346
C -1.525 1.658 2.218
C -1.439 0.289 2.149
C -1.872 -0.546 3.183
C -2.407 0.096 4.309
F -2.835 -0.605 5.372
C -2.521 1.473 4.407
C -1.830 -2.014 2.994
C -2.267 -2.950 3.936
C -2.347 -4.286 3.582
C -1.989 -4.677 2.301
C -1.494 -3.705 1.450
N -1.400 -2.433 1.796
H -1.163 2.266 1.400
H -2.948 1.924 5.291
H -2.542 -2.658 4.936
H -2.697 -5.015 4.295
H -2.076 -5.699 1.971
H -1.175 -3.950 0.444
C -2.725 4.549 -0.540
C -2.882 3.634 -1.744
S -1.728 2.220 -1.828
C -0.341 2.932 -2.786
C 0.735 3.656 -1.977
S 0.885 3.082 -0.237
C 0.960 4.674 0.637
C -0.368 5.378 0.864
S -1.338 5.746 -0.650
H -2.589 3.961 0.366
H -3.626 5.159 -0.442
H -2.789 4.184 -2.680
H -3.872 3.175 -1.702
H -0.777 3.612 -3.518
H 0.083 2.084 -3.329
H 0.514 4.720 -1.917
H 1.716 3.523 -2.436
H 1.655 5.299 0.076
H 1.399 4.435 1.608
H -0.164 6.350 1.315
H -1.012 4.817 1.539
Cl 1.127 -6.310 -3.548
C 0.481 -4.877 -2.833
C -0.626 -4.281 -3.394
C -1.161 -3.124 -2.836
I -2.856 -2.182 -3.655
C -0.615 -2.516 -1.708
O -1.133 -1.430 -1.222
C 0.532 -3.143 -1.129
N 1.054 -2.566 -0.028
C 2.100 -3.091 0.562
C 2.733 -4.240 0.072
C 2.232 -4.856 -1.046
C 1.094 -4.327 -1.687
H -1.083 -4.714 -4.269
H 2.453 -2.592 1.457
H 3.603 -4.628 0.575
H 2.694 -5.743 -1.447

=====

Taking the records one at a time from the top gives E_tot values of -7639.0673, -4912.5783, -4266.0179 Eh.